The following is a DFT calculation (ωB97M-V/def2-TZVPD) of a cluster of 3 separate species, C37H66N2O9S2 in total in a non-equilibrium geometry.

The calculation puts the highest occupied orbital energy at -0.3156 Eh. Its structure (SMILES) is CCCCCCCCCCCCCCCCCCCCc1c(N)cc2c(c1C[C@H]1CO1)C(=O)NC2=O.CCOS(C)(=O)=O.CCOS(C)(=O)=O. As for the HOMO-LUMO gap: 0.2771 Ha. Its LUMO energy is -1.05 eV. Its multiplicity is 1.

Each line ends with the Mulliken charge.
Atoms and positions in Å:
C1 5.734 5.528 1.921  -0.70
C2 7.199 5.810 1.270  -0.37
C3 7.027 6.474 -0.192  -0.72
C4 7.198 5.340 -1.349  -0.69
C5 5.881 4.396 -1.410  -0.44
C6 6.293 2.927 -0.875  -0.49
C7 5.086 1.852 -0.961  -0.52
C8 4.937 1.173 0.491  -0.83
C9 3.837 0.001 0.408  0.56
C10 3.686 -0.698 1.871  -0.69
C11 2.167 -0.722 2.407  -0.81
C12 1.100 -1.385 1.387  0.37
C13 -0.273 -0.532 1.504  -0.89
C14 -0.146 0.904 0.787  -0.32
C15 -0.653 0.772 -0.734  -0.11
C16 -2.253 0.896 -0.728  -0.31
C17 -2.724 0.946 -2.284  -0.65
C18 -4.327 0.782 -2.285  -0.69
C19 -4.940 2.243 -1.930  -0.32
C20 -6.344 1.983 -1.173  -1.28
C21 -6.382 2.463 0.342  0.44
C22 -6.585 1.350 1.435  0.28
N1 -6.692 -0.095 1.061  -0.61
C23 -6.680 1.663 2.955  -0.72
C24 -6.540 3.139 3.377  -0.16
C25 -6.302 4.231 2.301  0.11
C26 -6.228 3.964 0.785  0.81
C27 -6.006 5.081 -0.320  -0.65
C28 -7.349 6.155 -0.257  0.32
C29 -7.891 6.656 -1.782  -1.00
O1 -8.637 5.608 -0.788  -0.37
C30 -6.159 5.615 3.061  0.19
O2 -5.959 6.781 2.667  -0.56
N2 -6.267 5.227 4.498  -0.31
C31 -6.602 3.818 4.813  0.24
O3 -6.898 3.346 5.932  -0.54
H1 5.868 5.383 3.060  0.33
H2 5.340 4.539 1.504  -0.07
H3 5.038 6.397 1.680  0.27
H4 7.803 4.825 1.242  0.26
H5 7.752 6.517 1.997  0.33
H6 7.830 7.271 -0.392  0.31
H7 5.958 6.896 -0.252  0.31
H8 8.070 4.676 -1.020  0.34
H9 7.438 5.794 -2.375  0.35
H10 5.060 4.799 -0.705  0.29
H11 5.435 4.371 -2.469  0.36
H12 6.575 3.012 0.232  0.07
H13 7.216 2.595 -1.469  0.37
H14 5.382 1.023 -1.703  0.22
H15 4.089 2.330 -1.247  0.25
H16 4.649 2.000 1.247  0.26
H17 5.942 0.736 0.808  0.27
H18 2.835 0.395 0.029  -0.20
H19 4.153 -0.838 -0.314  0.03
H20 4.078 -1.784 1.874  0.23
H21 4.278 -0.038 2.613  0.38
H22 2.057 -1.301 3.401  0.33
H23 1.849 0.361 2.577  0.28
H24 1.471 -1.409 0.297  -0.47
H25 0.855 -2.438 1.779  0.41
H26 -0.619 -0.396 2.590  0.32
H27 -1.090 -1.127 0.969  0.30
H28 -0.818 1.638 1.360  0.35
H29 0.945 1.259 0.762  0.20
H30 -0.249 1.627 -1.375  0.41
H31 -0.398 -0.251 -1.187  -0.35
H32 -2.747 0.003 -0.182  0.06
H33 -2.647 1.835 -0.202  0.19
H34 -2.197 0.093 -2.855  0.32
H35 -2.433 1.961 -2.721  0.29
H36 -4.749 0.402 -3.277  0.37
H37 -4.615 0.003 -1.487  0.28
H38 -5.200 2.743 -2.930  0.28
H39 -4.244 2.859 -1.272  0.31
H40 -7.170 2.542 -1.760  0.33
H41 -6.608 0.872 -1.268  0.55
H42 -6.922 -0.651 1.911  0.33
H43 -5.699 -0.360 0.878  0.19
H44 -6.840 0.852 3.739  0.24
H45 -6.143 4.645 -1.360  0.31
H46 -5.082 5.728 -0.182  0.42
H47 -7.368 6.960 0.632  0.41
H48 -7.821 7.750 -1.348  0.19
H49 -8.951 6.836 -2.136  0.40
H50 -5.319 5.362 4.887  0.29
O4 3.682 -3.092 -1.212  -0.70
S1 2.658 -3.963 -1.719  1.25
O5 1.810 -4.727 -0.842  -0.58
O6 3.304 -4.959 -2.816  -0.28
C32 4.446 -5.734 -2.447  -0.40
C33 4.059 -6.930 -1.598  -0.88
C34 1.630 -3.046 -2.832  -0.58
H51 5.189 -5.112 -1.940  0.31
H52 4.901 -6.086 -3.376  0.30
H53 3.686 -6.613 -0.621  0.29
H54 4.919 -7.583 -1.436  0.45
H55 3.262 -7.503 -2.077  0.13
H56 2.265 -2.505 -3.533  0.35
H57 1.040 -2.344 -2.241  -0.06
H58 0.972 -3.738 -3.356  0.36
O7 0.631 -10.241 -2.020  -0.66
S2 0.472 -9.344 -0.905  1.20
O8 1.573 -8.995 -0.046  -0.57
O9 -0.761 -9.851 0.009  -0.26
C35 -0.750 -11.198 0.481  -0.34
C36 0.188 -11.368 1.661  -0.98
C37 -0.281 -7.849 -1.483  -0.86
H59 -0.498 -11.890 -0.328  0.33
H60 -1.770 -11.430 0.798  0.27
H61 1.229 -11.235 1.358  0.29
H62 0.087 -12.366 2.093  0.38
H63 -0.021 -10.623 2.433  0.26
H64 -1.147 -8.103 -2.092  0.35
H65 0.456 -7.312 -2.081  0.26
H66 -0.572 -7.246 -0.623  0.32



The following is a DFT calculation (ωB97M-V/def2-TZVPD) of a cluster of 4 separate species, C37H70F3N6O14 in total in a non-equilibrium geometry.

The calculation puts the highest occupied orbital energy at -0.3672 Eh. As for the total charge: +1. As for the HOMO-LUMO gap: 0.2276 Ha. Its LUMO energy is -3.80 eV. Its multiplicity is 1.

Each line ends with the Mulliken charge.
Atoms and positions in Å:
C1 4.642 -3.576 -0.692  -0.50
C2 4.160 -5.101 -0.454  -0.45
C3 2.933 -5.102 0.571  0.44
O1 1.855 -5.497 0.181  -0.56
O2 3.213 -4.584 1.853  -0.11
C4 2.587 -5.340 2.904  -0.48
C5 2.234 -4.272 4.076  -0.84
N1 2.900 -2.944 3.835  0.14
C6 2.096 -1.894 3.170  -1.17
C7 2.571 -1.510 1.706  0.03
N2 1.748 -1.705 0.728  -0.26
C8 4.142 -2.830 4.288  0.68
N3 4.839 -3.882 4.956  -0.46
C9 6.117 -3.387 5.301  0.49
C10 7.256 -4.160 6.086  -0.51
C11 7.221 -5.728 5.849  -0.86
C12 8.393 -6.290 4.958  0.89
F1 8.760 -7.534 5.515  -0.28
F2 9.547 -5.520 4.954  -0.27
F3 7.992 -6.578 3.645  -0.25
N4 6.139 -2.083 4.797  0.42
C13 7.342 -1.192 4.904  -1.08
C14 7.944 -0.928 3.426  -0.12
C15 9.480 -1.331 3.282  -0.58
C16 10.240 -0.210 2.401  -0.76
O3 11.157 0.571 3.222  -0.41
C17 10.409 1.628 3.832  0.63
C18 9.833 1.369 5.297  -0.57
O4 10.251 2.675 3.249  -0.49
N5 4.975 -1.683 4.196  0.50
N6 4.816 -0.429 3.629  -1.09
C19 4.492 0.446 4.542  0.69
O5 4.613 1.283 5.334  -0.29
H1 5.590 -3.327 -0.124  0.13
H2 4.877 -3.400 -1.790  0.34
H3 3.836 -2.825 -0.422  -0.05
H4 3.740 -5.443 -1.439  0.33
H5 5.029 -5.710 -0.073  0.26
H6 3.264 -6.104 3.395  0.25
H7 1.605 -5.816 2.628  0.39
H8 1.119 -4.066 4.011  0.40
H9 2.428 -4.678 5.107  0.43
H10 0.982 -2.102 3.168  0.61
H11 2.214 -0.947 3.804  0.21
H12 3.618 -1.117 1.496  0.34
H13 0.860 -2.091 1.078  0.19
H14 7.004 -3.997 7.188  0.36
H15 8.259 -3.674 5.927  0.31
H16 6.234 -6.090 5.416  0.31
H17 7.304 -6.235 6.863  0.37
H18 8.170 -1.662 5.502  0.44
H19 7.031 -0.203 5.348  0.08
H20 7.786 0.164 3.164  0.37
H21 7.375 -1.516 2.632  0.25
H22 9.579 -2.290 2.671  0.45
H23 10.007 -1.508 4.268  0.38
H24 9.511 0.532 1.942  0.40
H25 10.809 -0.673 1.531  0.31
H26 8.709 1.429 5.258  0.07
H27 10.138 0.332 5.643  0.19
H28 10.286 2.103 6.028  0.39
C20 1.212 -0.427 -2.505  -0.75
O6 0.397 0.715 -2.325  -0.26
C21 0.736 1.451 -1.157  -0.42
C22 0.511 2.941 -1.372  -0.35
O7 1.513 3.566 -2.172  -0.49
C23 1.501 3.257 -3.567  -0.32
C24 0.313 3.843 -4.317  -0.59
O8 -0.858 3.070 -4.072  -0.22
C25 -2.042 3.840 -4.140  -0.57
H29 1.025 -1.161 -1.716  0.22
H30 0.967 -0.871 -3.471  0.33
H31 2.271 -0.148 -2.521  0.33
H32 1.783 1.278 -0.882  0.28
H33 0.086 1.096 -0.347  0.33
H34 0.578 3.431 -0.396  0.42
H35 -0.487 3.151 -1.755  0.09
H36 1.597 2.183 -3.731  0.08
H37 2.408 3.718 -3.970  0.42
H38 0.508 3.809 -5.395  0.39
H39 0.165 4.883 -4.009  0.37
H40 -1.996 4.690 -3.452  0.36
H41 -2.876 3.204 -3.840  -0.04
H42 -2.208 4.192 -5.164  0.36
C26 -4.251 -0.174 -3.989  -0.64
O9 -5.556 0.112 -4.452  -0.30
C27 -6.089 1.306 -3.890  -0.26
C28 -6.993 2.014 -4.890  -0.06
O10 -6.285 2.700 -5.922  -0.51
C29 -5.653 1.887 -6.912  -0.28
C30 -6.630 1.174 -7.837  -0.61
O11 -7.200 0.044 -7.185  -0.26
C31 -8.503 -0.249 -7.647  -0.80
H43 -4.267 -0.415 -2.921  0.34
H44 -3.874 -1.035 -4.544  0.29
H45 -3.580 0.669 -4.178  0.17
H46 -5.282 1.984 -3.587  0.10
H47 -6.672 1.020 -3.007  0.35
H48 -7.538 2.794 -4.349  0.07
H49 -7.746 1.345 -5.305  0.13
H50 -4.944 1.195 -6.456  0.09
H51 -5.066 2.582 -7.520  0.42
H52 -6.094 0.807 -8.721  0.42
H53 -7.409 1.877 -8.154  0.34
H54 -9.159 0.622 -7.544  0.35
H55 -8.906 -1.053 -7.030  0.23
H56 -8.474 -0.576 -8.691  0.32
C32 -8.881 5.638 -2.188  -0.73
O12 -9.801 4.828 -1.482  -0.29
C33 -10.157 3.652 -2.198  0.21
C34 -10.410 2.494 -1.242  -0.40
O13 -9.218 1.922 -0.702  -0.47
C35 -8.515 2.703 0.264  -0.28
C36 -9.243 2.835 1.595  -0.65
O14 -10.293 3.792 1.496  -0.26
C37 -11.367 3.512 2.371  -0.80
H57 -9.347 6.056 -3.086  0.33
H58 -8.576 6.455 -1.532  0.24
H59 -7.987 5.066 -2.455  0.28
H60 -9.365 3.374 -2.903  -0.32
H61 -11.075 3.874 -2.755  0.41
H62 -10.881 1.689 -1.814  0.45
H63 -11.111 2.764 -0.453  0.14
H64 -8.236 3.674 -0.146  0.15
H65 -7.583 2.160 0.448  0.39
H66 -8.544 3.195 2.360  0.41
H67 -9.634 1.857 1.895  0.36
H68 -11.755 2.502 2.203  0.35
H69 -12.167 4.223 2.160  0.24
H70 -11.051 3.625 3.413  0.32